No. 1
A structure of composition C4H7F in a non-equilibrium geometry. Source: OMol25; level of theory: wB97M-V/def2-TZVPD.

Cartesian coordinates (Å):
1 F 1.626 -0.678 0.293
2 C 0.318 -0.479 0.322
3 C -1.400 0.669 -0.308
4 C -0.371 -0.305 -1.029
5 C -0.251 0.795 0.697
6 H -1.539 1.648 -0.898
7 H -0.182 -1.359 0.924
8 H 0.359 1.643 0.383
9 H -2.226 0.179 0.186
10 H -0.427 0.831 1.813
11 H 0.243 0.340 -1.576
12 H -0.633 -1.259 -1.560

## Properties
frontier orbital gap = 0.431 Eh
multiplicity = 1
DFT total energy = -6977.47306 eV
E_HOMO = -10.54 eV
lowest unoccupied orbital energy = 1.2 eV
relative energy (zero: lowest compared OMol25 entry of this formula, charge and spin) = 0.7196 eV

No. 2
A structure of composition C21H19BrN6OS6SbTi in a non-equilibrium geometry. Source: OMol25; level of theory: wB97M-V/def2-TZVPD.

Cartesian coordinates (Å):
1 Sb -1.147 -3.832 -2.620
2 Br -3.019 1.741 -0.874
3 Ti -0.618 0.660 -0.372
4 S 0.854 -4.823 -3.153
5 S 0.501 -0.469 -2.363
6 S -2.993 -5.170 -2.755
7 S -0.985 -2.918 -0.350
8 S -1.776 -1.101 4.928
9 S -2.161 -1.193 -0.632
10 O -0.703 1.618 1.237
11 N -2.920 -0.100 2.685
12 N 1.306 -0.033 0.386
13 N -0.875 -1.191 2.487
14 N 1.229 2.693 -0.991
15 N 2.130 -0.941 -0.255
16 N 2.560 -2.107 -2.151
17 C 0.075 2.301 -1.531
18 C 1.387 2.121 4.742
19 C 1.571 4.259 -2.781
20 C 2.433 5.307 -3.425
21 C 1.236 1.193 2.509
22 C 0.349 3.864 -3.333
23 C -0.399 2.890 -2.713
24 C 1.162 -2.533 2.782
25 C 1.694 -3.214 5.046
26 C 0.554 -2.595 5.536
27 C 1.817 0.332 1.511
28 C 1.922 1.367 3.715
29 C -0.561 2.557 3.386
30 C -0.275 -1.946 4.636
31 C -1.860 -0.755 3.195
32 C 1.987 -3.182 3.682
33 C -0.019 1.798 2.339
34 C 1.948 3.633 -1.608
35 C 1.788 -1.193 -1.487
36 C 0.017 -1.900 3.263
37 C 0.138 2.714 4.567
38 H 3.121 -2.653 -1.513
39 H 3.358 5.445 -2.862
40 H -0.004 4.325 -4.252
41 H 2.045 -2.698 -2.800
42 H 1.925 2.235 5.675
43 H 2.795 -0.086 1.745
44 H 1.372 -2.514 1.720
45 H -1.534 3.006 3.232
46 H -0.298 3.298 5.369
47 H -3.520 0.439 3.279
48 H -2.927 0.078 1.686
49 H 2.881 0.877 3.839
50 H 2.888 3.906 -1.130
51 H -1.348 2.565 -3.120
52 H 1.925 6.273 -3.472
53 H 2.356 -3.732 5.729
54 H 2.874 -3.683 3.315
55 H 2.704 5.031 -4.446
56 H 0.319 -2.623 6.593

## Properties
charge = -2
frontier orbital gap (alpha / beta) = 0.198 / 0.224 Eh
expectation value of S² = 0.76
multiplicity = 2
DFT total energy = -197787.96100 eV
E_HOMO (alpha / beta) = -1.58 / -2.27 eV
lowest unoccupied orbital energy (alpha / beta) = 3.8 / 3.8 eV
relative energy (zero: lowest compared OMol25 entry of this formula, charge and spin) = 1.2134 eV

No. 3
The molecule C18H22ClN5O4S. Source: OMol25; level of theory: wB97M-V/def2-TZVPD.

Cartesian coordinates (Å):
1 Cl 2.965 1.381 3.462
2 S -1.655 4.318 -0.414
3 O 1.173 0.968 -1.467
4 O -4.094 0.093 -1.679
5 O -2.742 4.718 0.430
6 O -1.224 5.147 -1.502
7 N -1.976 2.844 -1.080
8 N 2.553 -1.746 0.219
9 N -1.828 0.236 -1.712
10 N 4.609 -3.633 2.496
11 N 0.663 -1.216 -1.840
12 C -3.066 0.686 -1.411
13 C -2.315 -2.209 -0.282
14 C 2.109 0.446 1.101
15 C -0.253 3.993 0.609
16 C 3.448 -1.080 2.389
17 C -1.571 -0.990 -2.448
18 C 4.763 -2.734 3.504
19 C -2.922 1.625 0.864
20 C 2.820 0.182 2.229
21 C 0.043 -2.409 -1.247
22 C 3.279 -2.000 1.338
23 C 1.996 -0.570 0.120
24 C 3.899 -3.273 1.465
25 C -1.474 -2.258 -1.550
26 C -0.156 -0.886 -3.008
27 C 1.232 -0.210 -1.134
28 C -3.079 1.994 -0.608
29 C 4.220 -1.483 3.500
30 H -1.981 -1.402 0.374
31 H -1.043 0.841 -1.509
32 H 0.527 3.565 -0.017
33 H -4.051 2.459 -0.776
34 H 1.641 1.403 0.931
35 H 5.360 -3.070 4.341
36 H 0.059 4.945 1.033
37 H 0.462 -3.298 -1.719
38 H 4.378 -0.809 4.331
39 H -2.338 -1.106 -3.213
40 H 0.247 -2.467 -0.183
41 H 0.016 -1.640 -3.778
42 H -1.948 1.163 1.037
43 H -3.698 0.909 1.136
44 H 3.771 -3.983 0.654
45 H -3.027 2.502 1.501
46 H -3.367 -2.043 -0.512
47 H 0.097 0.095 -3.398
48 H -1.947 2.954 -2.088
49 H -1.801 -3.109 -2.151
50 H -0.552 3.305 1.397
51 H -2.222 -3.147 0.267

## Properties
frontier orbital gap = 0.323 Eh
multiplicity = 1
DFT total energy = -58022.55534 eV
E_HOMO = -9.65 eV
lowest unoccupied orbital energy = -0.9 eV
relative energy (zero: lowest compared OMol25 entry of this formula, charge and spin) = 0.3507 eV

No. 4
The molecule C3H5N5 in a non-equilibrium geometry. Source: OMol25; level of theory: wB97M-V/def2-TZVPD.

Cartesian coordinates (Å):
1 N 2.070 -1.100 -0.439
2 N -1.977 0.371 -0.619
3 N 0.749 -1.273 -0.167
4 N 1.891 1.333 0.081
5 N 0.391 1.075 -0.048
6 C 0.028 -0.252 0.242
7 C 2.586 0.204 0.033
8 C -1.347 -0.458 0.461
9 H -1.874 -0.661 1.560
10 H -1.755 1.418 -0.551
11 H -1.537 -1.396 -0.014
12 H 3.705 0.235 -0.039
13 H -2.931 0.505 -0.499

## Properties
frontier orbital gap = 0.312 Eh
multiplicity = 1
DFT total energy = -10637.08979 eV
E_HOMO = -10.03 eV
lowest unoccupied orbital energy = -1.5 eV
relative energy (zero: lowest compared OMol25 entry of this formula, charge and spin) = 5.7843 eV

No. 5
A structure of composition C9H10N2O2 in a non-equilibrium geometry. Source: OMol25; level of theory: wB97M-V/def2-TZVPD.

Cartesian coordinates (Å):
1 O 1.272 -1.386 0.287
2 O -0.894 -0.722 -0.682
3 N 0.021 -3.737 0.538
4 N -2.615 -2.994 0.704
5 C -0.751 2.975 -0.996
6 C -0.325 -1.387 0.482
7 C -1.082 -2.762 0.426
8 C -0.377 0.534 -0.849
9 C 1.779 -0.172 0.638
10 C 1.411 2.171 -0.469
11 C -1.328 1.547 -1.145
12 C 0.923 0.900 -0.408
13 C 0.553 3.300 -0.828
14 H -2.744 -1.982 0.418
15 H -0.681 -0.993 1.388
16 H -1.810 3.809 -0.697
17 H 2.541 2.594 -0.117
18 H 1.680 0.178 1.734
19 H -2.298 1.602 -1.379
20 H -0.128 -4.687 0.530
21 H 1.028 4.299 -0.473
22 H 2.844 0.102 0.426
23 H 0.982 -3.189 0.472

## Properties
frontier orbital gap = 0.347 Eh
multiplicity = 1
DFT total energy = -16562.28857 eV
E_HOMO = -8.86 eV
lowest unoccupied orbital energy = 0.6 eV
relative energy (zero: lowest compared OMol25 entry of this formula, charge and spin) = 8.4308 eV

No. 6
A cluster of 3 separate species, C34H49NO9S2 in total in a non-equilibrium geometry. Source: OMol25; level of theory: wB97M-V/def2-TZVPD.

Cartesian coordinates (Å):
1 S -2.130 0.618 1.450
2 S -2.754 0.113 -1.360
3 O -0.499 4.549 8.049
4 O 1.836 -7.217 -5.283
5 O -1.683 5.516 5.365
6 O 0.024 2.981 4.889
7 O 3.752 -5.092 -3.143
8 O 4.895 -6.810 -5.449
9 O 3.305 -1.750 -0.139
10 O -5.553 2.495 -0.934
11 O 1.522 2.663 -2.056
12 N -4.637 0.538 0.637
13 C -3.289 0.478 0.311
14 C 4.123 -7.763 -4.738
15 C -0.034 4.175 4.134
16 C -5.695 2.801 0.430
17 C -1.468 2.295 -2.481
18 C 0.028 5.172 9.196
19 C 1.533 1.630 -1.420
20 C -5.613 0.114 -0.361
21 C 1.567 -0.843 -1.449
22 C -6.157 1.255 -1.237
23 C 2.079 1.599 -0.036
24 C 2.594 2.716 2.022
25 C -1.815 4.986 7.762
26 C -0.328 -0.972 -3.438
27 C 0.233 -2.142 -2.949
28 C 2.597 0.412 0.478
29 C 2.858 -8.183 -5.450
30 C -5.083 1.730 1.359
31 C 1.187 -2.080 -1.949
32 C -0.094 1.839 4.066
33 C 4.168 -4.733 -1.842
34 C -2.203 4.631 6.345
35 C -0.314 5.362 5.025
36 C 4.439 -5.466 -5.421
37 C 4.715 -4.748 -4.121
38 C 0.795 -7.381 -6.217
39 C 2.571 -0.810 -0.354
40 C 3.125 1.533 2.531
41 C 1.023 0.343 -1.962
42 C 2.078 2.756 0.737
43 C 3.134 0.381 1.761
44 C -2.851 1.754 -2.157
45 C -0.656 1.501 -3.506
46 C 0.038 0.283 -2.956
47 H 2.516 -9.142 -5.033
48 H -1.292 1.195 -4.336
49 H -6.447 -0.335 0.179
50 H -0.062 6.264 4.464
51 H 5.721 -5.013 -3.770
52 H -3.459 1.651 -3.052
53 H -6.746 2.976 0.678
54 H -5.980 1.063 -2.291
55 H -0.823 4.103 3.373
56 H 3.379 -5.402 -5.676
57 H 0.096 2.168 -3.916
58 H 3.898 -7.418 -3.726
59 H 4.763 -8.644 -4.663
60 H 2.581 3.608 2.632
61 H -3.362 2.435 -1.488
62 H -0.914 2.410 -1.552
63 H -4.258 2.144 1.923
64 H -1.941 3.594 6.123
65 H -1.058 1.832 3.544
66 H 3.532 1.514 3.530
67 H 0.049 -6.616 -6.013
68 H 1.631 -2.976 -1.545
69 H 1.160 -7.256 -7.243
70 H 0.712 1.795 3.323
71 H 1.028 4.773 9.355
72 H -3.287 4.733 6.269
73 H -5.192 -0.674 -0.970
74 H -1.616 3.300 -2.880
75 H -1.890 6.072 7.894
76 H 0.316 5.329 5.917
77 H 4.680 -3.664 -4.297
78 H 0.097 6.258 9.061
79 H -7.237 1.348 -1.089
80 H -0.582 4.963 10.083
81 H 5.080 -5.271 -1.556
82 H 5.008 -4.961 -6.204
83 H 3.075 -8.323 -6.516
84 H -0.080 -3.095 -3.346
85 H 1.668 3.659 0.311
86 H 0.325 -8.367 -6.125
87 H 3.369 -5.007 -1.157
88 H -5.833 1.428 2.091
89 H 0.929 4.327 3.624
90 H -2.515 4.498 8.455
91 H -5.179 3.743 0.593
92 H 4.343 -3.655 -1.761
93 H -0.033 0.963 4.709
94 H 3.546 -0.539 2.145
95 H -1.078 -1.018 -4.214

## Properties
frontier orbital gap = 0.272 Eh
multiplicity = 1
DFT total energy = -77637.02473 eV
E_HOMO = -8.09 eV
lowest unoccupied orbital energy = -0.7 eV

No. 7
A cluster of 10 separate species, H20O10 in total in a non-equilibrium geometry. Source: OMol25; level of theory: wB97M-V/def2-TZVPD.

Cartesian coordinates (Å):
1 O -1.518 -0.466 -0.964
2 O 0.377 0.890 0.246
3 O 1.950 -3.224 0.023
4 O -4.705 -0.193 -1.525
5 O 2.003 2.410 4.468
6 O 1.632 0.585 1.955
7 O 0.706 -1.460 -3.649
8 O 4.558 1.618 -2.513
9 O -2.359 -3.227 0.925
10 O -2.487 3.242 1.143
11 H 0.773 -2.449 -3.437
12 H -0.125 0.016 0.320
13 H 1.313 -0.281 2.274
14 H 1.150 1.978 4.333
15 H 1.936 -3.706 -0.791
16 H -0.944 -0.191 -1.703
17 H -1.826 3.754 1.573
18 H -4.322 -0.182 -0.656
19 H -2.293 -4.138 1.010
20 H 4.428 0.957 -3.130
21 H 3.895 1.667 -1.846
22 H -0.224 1.549 0.177
23 H -1.872 -2.913 0.159
24 H 0.617 -0.948 -2.864
25 H -2.441 3.594 0.244
26 H -4.334 -0.998 -1.915
27 H 1.182 -2.572 -0.097
28 H -2.007 0.298 -0.717
29 H 2.522 1.941 3.703
30 H 1.314 1.220 2.494

## Properties
frontier orbital gap = 0.350 Eh
multiplicity = 1
DFT total energy = -20796.83052 eV
E_HOMO = -9.98 eV
lowest unoccupied orbital energy = -0.5 eV
relative energy (zero: lowest compared OMol25 entry of this formula, charge and spin) = 5.7821 eV

No. 8
A cluster of 4 separate species, C4H16NO2 in total in a non-equilibrium geometry. Source: OMol25; level of theory: wB97M-V/def2-TZVPD.

Cartesian coordinates (Å):
1 O -1.051 -2.407 1.894
2 O -2.075 0.283 2.779
3 N -0.703 1.643 0.387
4 C 1.056 -0.651 -2.087
5 C -0.288 1.098 -0.846
6 C 0.840 0.048 -0.750
7 C 2.131 0.632 -0.233
8 H -1.197 0.581 -1.280
9 H 2.549 1.234 -1.038
10 H 1.907 1.286 0.609
11 H 0.136 1.935 -1.404
12 H 1.703 -1.522 -2.001
13 H -1.291 -0.983 -0.115
14 H 0.363 -0.752 -0.059
15 H -1.158 -1.786 1.183
16 H -0.794 2.641 0.391
17 H -0.373 -2.990 1.520
18 H -2.067 -0.435 2.141
19 H -1.538 1.237 0.788
20 H 2.860 -0.145 -0.012
21 H 1.561 0.065 -2.721
22 H -2.696 -0.068 3.434
23 H 0.127 -0.944 -2.579

## Properties
charge = +1
frontier orbital gap = 0.209 Eh
multiplicity = 1
DFT total energy = -9979.42573 eV
E_HOMO = -14.81 eV
lowest unoccupied orbital energy = -9.1 eV
relative energy (zero: lowest compared OMol25 entry of this formula, charge and spin) = 7.9555 eV

No. 9
A cluster of 2 separate species, C4H12N5O in total in a non-equilibrium geometry. Source: OMol25; level of theory: wB97M-V/def2-TZVPD.

Cartesian coordinates (Å):
1 O -3.182 -1.093 -0.303
2 N 2.438 -1.302 -0.052
3 N -1.268 -0.035 0.113
4 N -2.292 0.803 0.488
5 N 1.263 0.732 -0.751
6 N 1.480 1.873 0.103
7 C 2.030 -1.322 1.213
8 C 2.331 -0.283 -0.916
9 C -3.598 0.146 0.286
10 C -1.867 -1.103 -0.297
11 H 2.385 1.950 0.579
12 H 0.923 1.197 -1.688
13 H 1.443 2.660 -0.481
14 H -4.150 0.693 -0.423
15 H -4.201 -0.018 1.151
16 H 0.398 0.500 -0.262
17 H 2.134 -2.221 1.848
18 H 1.686 -0.447 1.811
19 H -2.183 1.742 0.841
20 H -1.258 -1.944 -0.813
21 H 2.806 -0.370 -1.896
22 H 2.682 -2.156 -0.551

## Properties
charge = +1
frontier orbital gap (alpha / beta) = 0.250 / 0.239 Eh
expectation value of S² = 2.01
multiplicity = 3
DFT total energy = -13826.89877 eV
E_HOMO (alpha / beta) = -9.91 / -11.29 eV
lowest unoccupied orbital energy (alpha / beta) = -3.1 / -4.8 eV
relative energy (zero: lowest compared OMol25 entry of this formula, charge and spin) = 0.1690 eV

No. 10
The molecule CH4Cl2N2OS2 in a non-equilibrium geometry. Source: OMol25; level of theory: wB97M-V/def2-TZVPD.

Cartesian coordinates (Å):
1 Cl -2.357 2.057 -0.972
2 Cl -3.479 1.003 1.493
3 S -3.254 -2.316 0.064
4 S -2.279 -0.773 -0.551
5 O -1.940 -0.575 -2.003
6 N -0.814 -0.651 0.214
7 N -3.153 0.711 -0.173
8 C 0.321 0.092 -0.278
9 H 1.073 0.229 0.415
10 H -1.007 -0.376 1.144
11 H 0.023 1.118 -0.616
12 H 0.691 -0.308 -1.197

## Properties
frontier orbital gap = 0.329 Eh
multiplicity = 1
DFT total energy = -52840.90148 eV
E_HOMO = -9.72 eV
lowest unoccupied orbital energy = -0.8 eV
relative energy (zero: lowest compared OMol25 entry of this formula, charge and spin) = 2.0940 eV

No. 11
A structure of composition C24H18BeN3O3S7 in a non-equilibrium geometry. Source: OMol25; level of theory: wB97M-V/def2-TZVPD.

Cartesian coordinates (Å):
1 S -2.695 -4.247 -3.322
2 S 0.165 -2.205 3.330
3 S 0.102 3.440 -2.509
4 S 2.761 2.503 -0.933
5 S 2.148 4.646 1.111
6 S 0.546 6.897 2.200
7 S -0.192 5.593 -0.362
8 O -1.711 -5.323 -3.271
9 O -3.010 -3.788 -4.671
10 O -3.853 -4.440 -2.460
11 N 0.517 0.422 -1.288
12 N 3.184 1.543 1.678
13 N 0.842 -0.956 1.192
14 C -0.637 -2.487 -3.299
15 C -0.629 0.364 2.485
16 C 2.670 -4.644 1.285
17 C 1.756 3.780 -0.373
18 C 2.295 -2.589 0.072
19 C -1.120 2.534 1.704
20 C 0.818 5.769 1.052
21 C 2.874 -3.836 0.168
22 C 1.260 -2.988 2.225
23 C -1.699 3.509 -2.248
24 C 1.488 -2.149 1.117
25 C 2.436 1.362 0.742
26 C 1.854 -4.233 2.322
27 C -1.993 2.720 2.764
28 C -0.409 1.354 1.506
29 C 0.111 -0.835 2.262
30 C -2.210 -2.095 -1.537
31 C -1.454 -1.016 -1.097
32 C -1.496 0.529 3.565
33 C 0.131 -1.420 -2.863
34 C -0.284 -0.684 -1.760
35 C 0.648 4.201 -1.021
36 C -1.794 -2.826 -2.630
37 C -2.188 1.714 3.698
38 Be 0.829 0.609 0.464
39 H -1.002 3.348 1.002
40 H -2.142 2.827 -2.967
41 H -1.931 3.181 -1.239
42 H -2.050 4.522 -2.423
43 H -0.358 -3.087 -4.153
44 H 1.669 -4.865 3.176
45 H -3.115 -2.390 -1.027
46 H -2.523 3.656 2.869
47 H -2.877 1.860 4.516
48 H 3.974 2.174 1.725
49 H 1.054 -1.152 -3.365
50 H 3.150 -5.609 1.342
51 H 0.115 1.303 -1.618
52 H 1.424 0.376 -1.747
53 H 3.491 -4.203 -0.638
54 H -1.756 -0.436 -0.237
55 H 2.444 -1.960 -0.791
56 H -1.630 -0.273 4.278

## Properties
charge = -1
frontier orbital gap = 0.259 Eh
multiplicity = 1
DFT total energy = -112045.46949 eV
E_HOMO = -5.56 eV
lowest unoccupied orbital energy = 1.5 eV
relative energy (zero: lowest compared OMol25 entry of this formula, charge and spin) = 0.2845 eV

No. 12
A cluster of 2 separate species, C2H9NO in total in a non-equilibrium geometry. Source: OMol25; level of theory: wB97M-V/def2-TZVPD.

Cartesian coordinates (Å):
1 O -0.524 -0.126 0.250
2 N 2.389 -0.456 -0.736
3 C -0.863 0.778 -0.749
4 C -1.249 -0.270 1.461
5 H -1.618 1.457 -0.359
6 H -1.856 -1.179 1.384
7 H 0.030 1.416 -0.914
8 H 2.440 -0.400 -1.741
9 H -0.522 -0.364 2.271
10 H 1.471 -0.587 -0.362
11 H 3.079 -1.121 -0.419
12 H -1.805 0.655 1.587
13 H -0.974 0.196 -1.673

## Properties
charge = +1
frontier orbital gap (alpha / beta) = 0.365 / 0.132 Eh
expectation value of S² = 0.75
multiplicity = 2
DFT total energy = -5746.70350 eV
E_HOMO (alpha / beta) = -13.34 / -13.34 eV
lowest unoccupied orbital energy (alpha / beta) = -3.4 / -9.7 eV
relative energy (zero: lowest compared OMol25 entry of this formula, charge and spin) = 1.5769 eV

Question: Among the records above, which one has the highest DFT total energy?
Answer: C2H9NO